[1]
Below is one molecule with the formula H7NSi2, with properties calculated with wB97M-V/def2-TZVPD.

Each line ends with the Mulliken charge.
Element x y z (Å)
Si (1.56, -0.14, 0.29)  0.2624
N (0.17, 0.12, -0.63)  -0.3952
Si (-1.85, -0.06, 0.04)  0.4878
H (2.51, 0.25, -0.83)  -0.1280
H (1.90, 0.95, 1.11)  -0.1155
H (1.97, -1.48, 0.90)  -0.1066
H (0.25, 0.86, -1.20)  0.2535
H (-1.84, -1.45, -0.11)  -0.0920
H (-1.96, 0.53, 1.40)  -0.0691
H (-2.71, 0.41, -0.97)  -0.0972

Calculated values
- ΔE to the lowest compared entry with this formula, charge and spin: 13.5 kcal/mol
- Frontier orbital gap: 9.77 eV
- LUMO energy: 0.61 eV
- HOMO: -9.2 eV
- Structure (SMILES): [SiH3]N[SiH3]

=====

[2]
Below is a 4-piece molecular cluster, H7O3S overall, with properties calculated with wB97M-V/def2-TZVPD.

Each line ends with the Mulliken charge.
Element x y z (Å)
S (-0.29, 0.40, 0.28)  -0.7312
H (0.43, 0.47, -0.85)  -0.1749
H (0.10, -2.14, 2.75)  0.3065
H (-0.87, -1.21, 2.08)  0.2639
O (-0.84, -1.95, 2.68)  -0.6197
H (-2.08, 2.38, -1.72)  0.3145
H (-0.95, 1.45, -1.83)  0.2489
O (-1.60, 1.91, -2.39)  -0.6048
H (3.03, 0.13, -0.76)  0.3332
H (1.94, -0.81, -0.42)  0.3101
O (2.85, -0.82, -0.71)  -0.6464

Calculated values
- ΔE to the lowest compared entry with this formula, charge and spin: 11.1 kcal/mol
- Total charge: -1
- Frontier orbital gap: 7.77 eV
- LUMO energy: 4.04 eV
- HOMO: -3.7 eV

=====

[3]
Below is a 4-piece molecular cluster, H7O3S overall, with properties calculated with wB97M-V/def2-TZVPD.

Each line ends with the Mulliken charge.
Element x y z (Å)
S (-1.42, -0.51, 0.47)  -0.8757
H (-2.15, 0.37, -0.22)  0.0131
H (0.29, 0.21, 1.65)  0.2481
H (-0.29, 0.63, 2.87)  0.2996
O (0.42, 0.94, 2.31)  -0.6330
H (2.13, 1.23, 0.77)  0.3480
H (1.51, 1.37, -0.64)  0.3266
O (2.35, 1.35, -0.17)  -0.6682
H (-0.33, -2.23, -2.62)  0.2857
H (-1.34, -1.58, -1.74)  0.2766
O (-1.17, -1.78, -2.69)  -0.6208

Calculated values
- ΔE to the lowest compared entry with this formula, charge and spin: 13.6 kcal/mol
- Total charge: -1
- Frontier orbital gap: 7.71 eV
- LUMO energy: 4.11 eV
- HOMO: -3.6 eV

=====

[4]
Below is a 40-piece molecular cluster, H80O40 overall, with properties calculated with wB97M-V/def2-TZVPD.

Each line ends with the Mulliken charge.
Element x y z (Å)
H (-1.37, 6.25, -1.80)  0.2347
H (-1.79, 6.22, -0.22)  0.2667
O (-1.32, 5.82, -0.95)  -0.4940
H (-4.31, -1.27, 4.14)  0.3298
H (-3.18, -0.22, 3.64)  0.2839
O (-4.05, -0.37, 3.99)  -0.6342
H (1.01, 3.74, -1.43)  0.2880
H (-0.40, 3.64, -0.67)  -0.0067
O (0.08, 3.48, -1.48)  -0.5115
H (2.82, -1.80, -4.74)  0.2571
H (2.99, -0.37, -5.21)  0.2133
O (2.58, -0.90, -4.51)  -0.4861
H (3.80, -2.92, 4.93)  0.2997
H (2.94, -2.57, 3.78)  0.3956
O (2.86, -2.79, 4.73)  -0.7203
H (1.20, -4.16, -4.87)  0.2603
O (1.17, -3.25, -4.55)  -0.6230
H (5.43, -3.34, -1.42)  0.2916
O (5.38, -3.13, -0.49)  -0.5697
H (-1.46, 2.30, -1.62)  -0.0925
H (-2.30, 1.13, -2.04)  0.2785
O (-2.31, 1.88, -1.41)  0.4835
H (-1.75, -1.08, 2.53)  0.0240
H (-1.96, -2.33, 1.69)  0.4556
O (-1.70, -2.04, 2.58)  -0.2910
H (0.01, -6.71, -0.27)  0.2652
H (-0.61, -5.39, -0.17)  0.3878
O (-0.14, -5.93, -0.83)  -0.6304
H (-1.32, 2.03, 0.20)  0.0667
H (-0.69, 0.97, 1.20)  0.2688
O (-0.98, 1.90, 1.10)  0.0642
H (-2.25, -4.74, 1.42)  0.2669
O (-1.37, -5.01, 1.68)  -0.5743
H (0.39, -5.02, 4.72)  0.2640
H (1.54, -3.82, 4.89)  0.3917
O (0.65, -4.18, 5.08)  -0.6279
H (1.37, 6.08, 1.75)  0.2655
H (0.08, 5.95, 2.58)  0.3895
O (0.62, 6.58, 2.08)  -0.6268
H (0.25, 2.25, -2.93)  0.2480
H (1.37, 2.52, -3.91)  0.2428
O (1.00, 1.81, -3.37)  -0.5950
H (-6.14, 0.49, -0.94)  0.3778
H (-6.20, 0.27, -2.38)  0.2955
O (-6.78, 0.20, -1.62)  -0.6127
H (-3.66, -1.48, -5.18)  0.3086
H (-3.96, 0.00, -5.34)  0.2932
O (-3.24, -0.64, -5.38)  -0.5836
H (1.66, -3.63, -1.42)  0.1605
H (0.93, -4.92, -1.62)  0.3929
O (1.51, -4.29, -2.11)  -0.6843
H (3.82, 3.14, -1.20)  0.2542
O (4.36, 2.47, -0.77)  -0.4324
H (1.85, 5.54, -2.00)  0.2404
H (3.23, 5.30, -1.43)  0.2936
O (2.48, 4.83, -1.81)  -0.6393
H (-3.21, -3.73, -0.43)  0.3676
O (-2.72, -3.18, 0.21)  -0.7225
H (1.68, 0.91, -2.11)  0.1042
H (2.51, -0.29, -2.60)  0.1427
O (2.19, 0.13, -1.79)  -0.2389
H (-0.12, -2.35, -1.25)  0.0573
H (-1.42, -1.97, -1.93)  0.2467
O (-0.86, -2.72, -1.73)  -0.0828
H (-4.21, -0.34, 0.05)  0.2441
H (-3.70, 0.97, 0.18)  0.1992
O (-4.22, 0.47, -0.49)  -0.6182
H (3.77, -2.95, 1.41)  0.3133
H (2.68, -4.00, 1.86)  0.2093
O (3.23, -3.27, 2.14)  -0.5525
H (2.35, 4.08, 3.15)  0.3047
H (3.14, 3.81, 4.17)  0.2801
O (3.11, 3.47, 3.26)  -0.5249
H (-0.12, -0.27, -2.61)  0.1533
H (-1.65, -0.22, -3.13)  0.2030
O (-1.03, -0.02, -2.42)  -0.4425
H (-3.66, 4.30, 1.54)  0.2742
H (-4.01, 4.01, 2.88)  0.3040
O (-3.21, 4.30, 2.41)  -0.6200
H (3.72, 4.09, 1.34)  0.3120
H (5.17, 3.61, 1.58)  0.2837
O (4.64, 4.34, 1.29)  -0.6325
H (-1.80, 2.10, 4.64)  0.3243
H (-2.58, 2.96, 3.83)  0.2456
O (-1.90, 3.05, 4.52)  -0.5946
H (-2.72, 2.09, -4.48)  0.2848
H (-2.83, 2.78, -3.13)  0.1889
O (-2.48, 2.89, -4.02)  -0.6275
H (5.10, -1.55, 0.55)  0.3893
O (5.01, -1.03, 1.36)  -0.6723
H (1.28, 0.09, 4.68)  0.2067
H (0.17, -0.24, 3.60)  0.1956
O (1.10, -0.13, 3.76)  -0.3667
H (5.07, 2.69, -0.20)  0.2242
H (1.27, -3.34, -3.57)  0.4721
H (-2.52, -2.55, -0.50)  0.0495
H (5.73, -3.78, 0.12)  0.2613
H (-1.58, -5.75, 2.25)  0.2771
H (4.04, -1.06, 1.44)  0.3298
O (-3.60, -3.41, 4.31)  -0.7164
H (-3.34, -2.95, 3.51)  0.3257
H (-2.69, -3.53, 4.63)  0.3549
O (-4.30, 3.83, -0.87)  -0.6429
H (-4.57, 2.91, -0.84)  0.3205
H (-3.70, 3.88, -1.62)  0.3345
O (-0.32, -0.78, 0.59)  -0.4815
H (0.53, -0.31, 0.27)  0.2229
H (0.02, -1.28, 1.35)  0.2938
O (2.41, -1.46, 0.60)  -0.6381
H (2.89, -0.92, -0.05)  0.3881
H (1.82, -0.81, 0.99)  -0.0170
O (0.53, 4.09, 3.78)  -0.5622
H (0.06, 3.95, 2.95)  0.1708
H (-0.29, 4.13, 4.31)  0.2916
O (4.59, -2.94, -3.48)  -0.6496
H (4.06, -2.34, -2.94)  0.3012
H (4.42, -3.87, -3.49)  0.3135
O (-2.62, -2.77, -4.08)  -0.6406
H (-1.67, -2.61, -4.05)  0.3542
H (-2.81, -3.68, -4.32)  0.2596

Calculated values
- ΔE to the lowest compared entry with this formula, charge and spin: 184.5 kcal/mol
- Frontier orbital gap: 9.76 eV
- LUMO energy: -0.50 eV
- HOMO: -10.3 eV

=====

[5]
Below is a 40-piece molecular cluster, H80O40 overall, with properties calculated with wB97M-V/def2-TZVPD.

Each line ends with the Mulliken charge.
Element x y z (Å)
H (-3.67, -1.99, -0.99)  0.2575
H (-3.53, -0.50, -1.60)  0.2679
O (-3.08, -1.22, -1.17)  -0.6393
H (-3.02, 0.68, 0.18)  0.2734
H (-4.53, 0.71, 0.31)  0.4485
O (-3.71, 1.13, 0.74)  -0.7846
H (0.67, -1.00, -5.43)  0.3569
H (0.96, -1.60, -6.76)  0.2890
O (0.26, -1.56, -6.12)  -0.7142
H (-1.33, -0.94, -5.21)  0.2387
H (-2.35, -0.01, -5.66)  0.2297
O (-1.83, -0.20, -4.90)  -0.4353
H (-3.64, -4.23, 1.82)  0.3005
H (-2.04, -4.08, 1.92)  0.2204
O (-2.80, -4.70, 1.70)  -0.5730
H (0.90, 0.68, -0.73)  0.3061
O (0.89, 1.65, -0.74)  -0.3100
H (0.56, 5.04, -1.47)  0.1718
O (0.62, 5.61, -2.26)  -0.5084
H (-1.46, -0.92, 2.49)  0.1945
H (-1.93, 0.18, 3.64)  0.1682
O (-2.17, -0.43, 2.92)  -0.4927
H (0.43, -2.82, -2.30)  0.0988
H (1.96, -2.93, -1.79)  0.2962
O (1.16, -3.38, -2.05)  -0.3495
H (-2.07, 3.40, -4.27)  0.2940
H (-3.13, 2.03, -4.46)  0.2671
O (-2.76, 2.78, -3.96)  -0.5687
H (0.08, 2.42, 3.45)  0.1899
H (-1.22, 2.74, 2.53)  0.2129
O (-0.86, 2.20, 3.20)  -0.5556
H (1.46, 0.54, -2.56)  -0.0635
O (1.73, -0.42, -2.62)  0.1209
H (-0.52, -3.92, 0.78)  0.0734
H (0.51, -2.81, 1.51)  0.2165
O (-0.39, -3.07, 1.28)  -0.0569
H (-2.21, 4.96, -1.90)  0.1721
H (-1.11, 3.71, -1.97)  0.2537
O (-1.62, 4.39, -1.42)  -0.5017
H (1.48, -3.54, 4.25)  0.3178
H (0.68, -3.63, 5.69)  0.2874
O (1.18, -4.07, 5.00)  -0.6077
H (-1.21, -2.81, -2.66)  0.1340
H (-2.11, -1.59, -2.50)  0.3749
O (-1.32, -1.91, -2.91)  -0.4091
H (0.11, 1.14, 2.28)  0.4034
H (1.03, 0.88, 1.23)  -0.1687
O (0.41, 0.31, 1.73)  0.3347
H (5.14, -3.49, -0.38)  0.2989
H (5.19, -2.33, 0.79)  0.2925
O (5.32, -3.28, 0.54)  -0.6141
H (0.80, 4.48, 4.97)  0.2187
O (0.98, 3.66, 4.54)  -0.5535
H (-4.32, -0.60, 1.78)  0.3310
H (-3.58, -1.79, 2.61)  0.3796
O (-4.35, -1.54, 1.99)  -0.6607
H (1.93, -5.21, 1.42)  0.3450
O (2.31, -4.64, 0.75)  -0.5539
H (-0.78, -5.83, -3.36)  0.3227
H (-1.28, -5.94, -1.92)  0.3145
O (-1.57, -6.01, -2.85)  -0.7063
H (-0.51, -5.71, 2.13)  0.2857
H (-0.04, -6.63, 0.98)  0.2288
O (0.14, -5.84, 1.44)  -0.5484
H (-4.04, 4.26, 2.58)  0.2924
H (-3.64, 2.78, 2.84)  0.2528
O (-3.43, 3.71, 3.06)  -0.5975
H (-3.77, 2.17, -0.92)  0.2301
H (-4.22, 2.11, -2.37)  0.2410
O (-3.86, 1.55, -1.64)  -0.5306
H (4.59, 4.90, -1.32)  0.2669
H (3.37, 5.55, -1.00)  0.2887
O (3.65, 4.75, -1.41)  -0.5829
H (-0.84, 1.79, -3.50)  0.4691
H (0.19, 2.60, -2.69)  0.1231
O (-0.04, 2.39, -3.60)  -0.6304
H (-3.92, -4.97, -1.16)  0.2191
H (-2.85, -4.98, -2.40)  0.3765
O (-3.26, -4.51, -1.68)  -0.5112
H (-2.17, 2.13, 0.86)  0.0844
H (-1.34, 3.39, 0.29)  0.2720
O (-1.91, 2.65, 0.09)  -0.1805
H (1.24, -0.49, 3.19)  0.1427
H (0.64, -0.27, 4.54)  0.4684
O (1.39, 0.01, 3.97)  -0.6231
H (1.05, 3.66, 1.88)  0.3234
H (1.79, 2.50, 2.38)  0.1126
O (1.18, 2.71, 1.56)  -0.6157
H (1.52, 1.68, -4.88)  0.2474
O (2.19, 0.99, -4.90)  -0.4870
H (0.22, 5.72, 0.01)  0.2777
H (0.46, 6.55, 1.42)  0.2391
O (0.70, 5.92, 0.78)  -0.5250
H (1.89, 3.45, 4.40)  0.3349
H (0.14, 1.91, -0.19)  0.2026
H (1.60, -4.84, 0.13)  0.2042
H (1.58, 5.61, -2.47)  0.2951
H (0.85, -0.70, -2.89)  0.0973
H (2.62, 1.17, -5.75)  0.2455
O (3.76, -1.57, -3.70)  -0.8273
H (2.98, -1.14, -4.09)  0.3433
H (3.54, -1.27, -2.77)  0.2358
O (3.41, 3.31, 3.52)  -0.6491
H (4.01, 2.64, 3.76)  0.2039
H (3.51, 4.08, 2.97)  0.4439
O (3.74, -0.22, 1.07)  -0.5030
H (3.52, 0.48, 0.45)  0.2544
H (4.36, 0.10, 1.70)  0.2476
O (-0.62, -0.86, 5.48)  -0.6229
H (-0.76, -1.12, 6.38)  0.2398
H (-1.02, -1.37, 4.79)  0.1921
O (-1.69, -3.76, 3.57)  -0.5594
H (-0.86, -3.58, 3.16)  0.3169
H (-1.98, -3.12, 4.22)  0.2134
O (3.54, -4.11, -2.26)  -0.6286
H (3.53, -3.23, -2.62)  0.4834
H (2.81, -4.46, -2.75)  0.2396
O (3.37, 5.14, 1.70)  -0.6775
H (3.88, 4.49, 1.22)  0.3495
H (2.59, 5.55, 1.36)  0.2684

Calculated values
- ΔE to the lowest compared entry with this formula, charge and spin: 247.3 kcal/mol
- Frontier orbital gap: 9.28 eV
- LUMO energy: -0.40 eV
- HOMO: -9.7 eV

=====

[6]
Below is a 40-piece molecular cluster, H80O40 overall, with properties calculated with wB97M-V/def2-TZVPD.

Each line ends with the Mulliken charge.
Element x y z (Å)
H (-6.89, -0.36, 0.97)  0.3310
H (-6.32, -0.74, 2.43)  0.3417
O (-6.67, -0.08, 1.87)  -0.6832
H (3.29, 1.15, -4.57)  0.2877
H (3.20, 2.41, -3.64)  0.2954
O (2.92, 1.41, -3.67)  -0.5569
H (1.41, 5.44, 1.94)  0.2190
H (0.58, 4.06, 2.73)  0.2428
O (1.26, 4.55, 2.05)  -0.5248
H (-2.13, -3.06, -5.38)  0.3955
H (-1.67, -3.61, -3.82)  0.4088
O (-2.45, -3.24, -4.33)  -0.7185
H (-3.88, -4.67, -0.06)  0.2467
H (-5.07, -4.87, 0.81)  0.2348
O (-4.27, -4.35, 0.76)  -0.4516
H (-0.76, -1.94, 4.34)  0.2728
O (-0.15, -2.59, 4.42)  -0.5353
H (2.89, -0.56, 0.07)  0.2144
O (3.42, -1.03, -0.61)  -0.7302
H (3.63, 3.18, 3.89)  0.2677
H (3.09, 1.87, 3.42)  0.3071
O (3.65, 2.65, 3.22)  -0.4812
H (5.17, 1.24, 3.40)  0.3824
H (5.01, -0.19, 3.27)  0.2824
O (5.44, 0.46, 2.85)  -0.5445
H (-1.33, -1.44, -2.38)  0.1779
H (-1.55, -2.40, -3.38)  0.2967
O (-1.09, -1.53, -3.35)  -0.4308
H (-4.88, 0.57, 1.26)  0.2593
H (-3.59, 1.05, 0.68)  0.0970
O (-3.93, 0.24, 1.25)  -0.2353
H (2.92, 0.99, 4.98)  0.2926
O (3.66, 0.29, 4.96)  -0.6942
H (4.69, 2.68, 1.19)  0.2454
H (6.10, 2.84, 1.55)  0.3124
O (5.55, 2.77, 0.71)  -0.6295
H (0.99, 0.20, 3.14)  0.0500
H (0.79, 1.78, 2.75)  0.1811
O (1.36, 1.07, 3.36)  -0.3886
H (-3.20, 0.81, 2.91)  0.3126
H (-2.27, -0.35, 3.29)  -0.0340
O (-2.56, 0.53, 3.45)  -0.2850
H (-3.49, 1.71, -1.23)  0.2610
H (-3.83, 2.24, -2.61)  0.2677
O (-3.26, 2.46, -1.89)  -0.5562
H (5.89, -1.90, 1.79)  0.2412
H (5.46, -0.47, 1.07)  0.3542
O (6.18, -1.30, 1.15)  -0.5868
H (-2.49, -2.38, 0.21)  0.1548
H (-2.13, -0.97, 0.10)  0.2428
O (-2.74, -1.56, -0.34)  -0.7052
H (-1.89, -4.78, 1.05)  0.2524
O (-1.72, -3.92, 1.43)  -0.5222
H (-2.03, -0.94, -4.88)  0.3259
H (-3.37, -0.92, -5.21)  0.3918
O (-2.62, -0.90, -5.76)  -0.7851
H (1.67, 2.35, 1.18)  -0.0800
O (1.25, 1.71, 0.67)  0.2000
H (-0.23, -2.73, 0.03)  -0.2159
H (0.94, -2.73, -0.78)  0.3222
O (0.07, -3.06, -0.84)  -0.1599
H (0.73, -5.87, -2.15)  0.3026
H (1.37, -5.28, -0.80)  0.3141
O (0.77, -5.87, -1.15)  -0.6087
H (-0.29, -0.33, -0.56)  -0.3689
H (-0.23, -0.52, 1.06)  -0.3561
O (-0.33, -0.92, 0.19)  1.1295
H (0.23, 1.48, -2.58)  -0.0135
H (1.28, 0.31, -2.67)  0.0853
O (0.43, 0.60, -2.25)  0.0106
H (-4.88, -2.00, 1.75)  0.3719
H (-4.43, -3.14, 2.57)  0.2865
O (-5.19, -2.57, 2.51)  -0.7413
H (0.97, 5.13, -3.34)  0.2914
H (1.96, 5.86, -2.56)  0.2960
O (1.77, 5.72, -3.46)  -0.6323
H (1.84, -2.43, -5.30)  0.2827
H (0.57, -1.81, -4.92)  0.3647
O (1.38, -1.64, -5.35)  -0.6270
H (2.68, -2.30, 0.22)  0.4681
H (2.29, -3.43, 1.47)  0.1843
O (1.96, -2.70, 0.84)  -0.4799
H (4.52, -2.83, 4.06)  0.3200
H (3.20, -1.84, 3.34)  0.3578
O (3.58, -2.26, 4.12)  -0.6994
H (-1.30, 1.81, 3.97)  0.2302
H (-0.39, 3.02, 4.59)  0.2179
O (-0.53, 2.40, 3.91)  -0.4885
H (-1.65, 0.68, -5.59)  0.3017
O (-1.52, 1.70, -5.83)  -0.6791
H (-0.90, 3.30, -5.09)  0.3408
H (0.03, 4.57, -4.66)  0.2919
O (-0.65, 4.01, -4.37)  -0.6242
H (-0.83, -4.18, 1.68)  0.2039
H (-0.13, -2.86, 5.38)  0.2725
H (0.10, 1.85, 0.47)  0.1083
H (3.98, -0.36, -0.87)  0.2716
H (3.47, -0.64, 4.81)  0.3755
H (-2.29, 2.00, -6.21)  0.2612
O (3.89, 4.02, -0.69)  -0.5067
H (3.34, 4.68, -0.41)  0.2099
H (3.61, 3.28, -1.14)  0.2715
O (0.69, -3.44, -3.41)  -0.6097
H (0.43, -2.58, -2.94)  0.3677
H (0.82, -4.13, -2.81)  0.1157
O (-2.55, -4.56, -1.90)  -0.6923
H (-2.41, -5.45, -2.26)  0.2817
H (-1.69, -4.14, -1.49)  0.3701
O (-0.81, 5.68, 0.88)  -0.4889
H (-0.62, 6.03, 0.03)  0.2497
H (-0.97, 6.35, 1.49)  0.2443
O (-0.76, 3.37, -1.89)  -0.3137
H (-1.66, 3.54, -2.01)  0.2782
H (-0.57, 3.61, -2.80)  0.2090
O (-3.60, -0.76, 5.47)  -0.6134
H (-3.69, -1.54, 4.91)  0.3147
H (-4.21, -0.13, 5.10)  0.2891
O (-1.37, 2.62, 0.87)  -0.3545
H (-1.41, 3.53, 0.78)  0.2693
H (-1.36, 2.40, -0.03)  0.0519

Calculated values
- ΔE to the lowest compared entry with this formula, charge and spin: 367.0 kcal/mol
- Frontier orbital gap: 9.35 eV
- LUMO energy: -0.38 eV
- HOMO: -9.7 eV

=====

Which of these has the highest ΔE to the lowest compared entry with this formula, charge and spin? number 6